<w>
Molecular formula: H14O7
Method: DFT, ωB97M-V with the def2-TZVPD basis set

- SMILES: O.O.O.O.O.O.O
- HOMO level: -9.4 eV
- Net charge: 0
- LUMO level: -0.15 eV

```
21
H14O7 | the Open Molecules 2025 dataset | ωB97M-V with the def2-TZVPD basis set
O -2.465 -0.981 1.154
H -1.682 -0.500 1.294
H -2.683 -0.670 0.254
O -2.834 0.124 -1.180
H -2.034 0.596 -1.248
H -2.760 -0.616 -1.706
O -0.116 0.790 -0.496
H 0.303 1.448 0.048
H 0.475 0.589 -1.203
O -0.408 0.271 2.693
H 0.227 0.694 2.097
H -0.302 -0.622 2.464
O 1.015 2.173 1.474
H 0.423 2.904 1.772
H 1.886 2.547 1.568
O 1.686 -0.304 -2.264
H 2.468 0.203 -2.227
H 1.657 -0.855 -3.041
O 1.508 -2.479 -0.162
H 2.118 -3.208 -0.248
H 1.515 -2.099 -1.044
```

<x>
Molecular formula: H14O7
Method: DFT, ωB97M-V with the def2-TZVPD basis set

- SMILES: O.O.O.O.O.O.O
- HOMO level: -11.3 eV
- Net charge: 0
- LUMO level: 0.00 eV

```
21
H14O7 | the Open Molecules 2025 dataset | ωB97M-V with the def2-TZVPD basis set
H -0.611 -0.539 -0.473
H 0.722 0.164 -0.282
H 1.113 -0.817 1.569
H 2.462 -0.146 1.763
H -1.648 3.097 -0.552
H -1.584 4.424 -1.290
H -2.700 -1.714 2.124
H -4.197 -1.730 1.859
H -5.370 -0.780 -1.594
H -3.977 -1.213 -2.022
H 2.520 -3.798 -0.932
H 3.818 -4.573 -1.092
H 3.587 3.329 0.177
H 3.975 2.128 -0.670
O -0.112 0.235 -0.758
O 1.894 -0.830 2.134
O -1.294 3.990 -0.480
O -3.434 -1.141 1.873
O -4.470 -0.881 -1.263
O 3.368 -3.775 -1.391
O 4.284 2.673 0.062
```

<y>
Molecular formula: H14O7
Method: DFT, ωB97M-V with the def2-TZVPD basis set

- SMILES: O.O.O.O.O.O.O
- HOMO level: -11.2 eV
- Net charge: 0
- LUMO level: 0.49 eV

```
21
H14O7 | the Open Molecules 2025 dataset | ωB97M-V with the def2-TZVPD basis set
H 1.266 -1.029 3.644
H 1.791 -0.506 2.379
H 2.180 -0.912 0.532
H 3.413 -0.008 0.967
H -0.509 -0.583 2.162
H -0.748 -1.058 0.743
H -1.740 1.978 -3.001
H -1.888 1.500 -1.520
H -0.789 -1.826 -2.891
H -1.191 -0.292 -2.846
H 0.238 0.466 -0.312
H 0.470 -0.626 -1.430
H -1.174 2.418 0.710
H -1.182 0.839 0.831
O 1.075 -0.349 3.021
O 2.911 -0.880 1.165
O -1.252 -0.656 1.506
O -2.182 1.268 -2.433
O -0.415 -0.919 -2.885
O 0.697 -0.409 -0.515
O -0.972 1.583 0.173
```

<z>
Molecular formula: H14O7
Method: DFT, ωB97M-V with the def2-TZVPD basis set

- SMILES: O.O.O.O.O.O.O
- HOMO level: -10.9 eV
- Net charge: 0
- LUMO level: -0.02 eV

```
21
H14O7 | the Open Molecules 2025 dataset | ωB97M-V with the def2-TZVPD basis set
H 0.873 0.116 -0.119
H -0.118 0.551 0.929
H 1.577 2.370 -0.165
H 1.121 2.613 1.331
H -3.200 0.711 -0.856
H -4.462 1.256 -1.496
H -4.149 0.121 0.895
H -4.825 -1.236 0.557
H 4.886 0.758 -1.239
H 4.836 -0.795 -0.960
H 3.215 -0.429 1.644
H 3.820 -1.678 0.934
H -1.872 -2.411 -0.436
H -0.480 -2.532 -0.196
O -0.022 0.464 -0.061
O 1.137 2.938 0.400
O -3.639 1.468 -1.226
O -4.950 -0.431 0.984
O 4.348 0.051 -1.095
O 3.044 -1.223 1.104
O -1.140 -2.681 -0.928
```

Winner for stability: <y>

<w>
Molecular formula: H14O7
Method: DFT, ωB97M-V with the def2-TZVPD basis set

- SMILES: O.O.O.O.O.O.O
- HOMO level: -11.4 eV
- Net charge: 0
- LUMO level: 0.34 eV

```
21
H14O7 | the Open Molecules 2025 dataset | ωB97M-V with the def2-TZVPD basis set
O 4.547 1.372 1.451
H 5.489 1.513 1.544
H 4.407 0.475 1.755
O -3.387 -2.211 -5.535
H -3.928 -2.998 -5.472
H -2.622 -2.402 -4.992
O 0.240 1.324 -1.202
H 0.298 0.397 -1.435
H 1.034 1.494 -0.695
O -1.624 -3.408 2.218
H -2.260 -2.694 2.172
H -2.093 -4.119 2.654
O -2.171 2.182 2.913
H -2.958 2.716 3.016
H -1.908 2.315 2.002
O -0.827 -4.334 -2.721
H -1.212 -4.167 -1.861
H -0.980 -5.267 -2.875
O 3.396 6.319 2.326
H 3.760 5.606 1.801
H 2.798 5.887 2.936
```

<x>
Molecular formula: H14O7
Method: DFT, ωB97M-V with the def2-TZVPD basis set

- SMILES: O.O.O.O.O.O.O
- HOMO level: -11.1 eV
- Net charge: 0
- LUMO level: 0.46 eV

```
21
H14O7 | the Open Molecules 2025 dataset | ωB97M-V with the def2-TZVPD basis set
H 0.899 -2.192 0.248
H -0.047 -3.314 -0.156
H 1.696 -0.771 2.086
H 0.240 -0.559 2.585
H -1.868 -1.879 2.990
H -0.801 -2.078 1.880
H 1.270 -0.148 0.755
H 1.284 0.219 -0.667
H -0.863 3.610 -2.477
H -1.456 2.250 -1.920
H -0.861 0.485 -0.533
H -2.258 1.047 -0.093
H 0.489 1.556 -2.495
H 2.089 1.527 -2.435
O 0.395 -2.899 0.616
O 1.139 -0.162 2.618
O -1.209 -1.389 2.424
O 1.085 -0.498 -0.125
O -1.125 2.692 -2.768
O -1.337 1.363 -0.415
O 1.239 1.140 -2.117
```

Winner for stability: <x>

<w>
Molecular formula: H14O7
Method: DFT, ωB97M-V with the def2-TZVPD basis set

- SMILES: O.O.O.O.O.O.O
- HOMO level: -11.2 eV
- Net charge: 0
- LUMO level: 0.42 eV

```
21
H14O7 | the Open Molecules 2025 dataset | ωB97M-V with the def2-TZVPD basis set
H 0.523 1.933 -0.078
H -0.984 1.759 -0.402
H -1.730 0.160 1.378
H -0.212 -0.385 0.928
H -2.055 0.131 -0.567
H -3.631 0.635 -0.525
H 2.612 -1.281 -0.740
H 4.121 -0.784 -0.971
H 0.153 0.333 -1.213
H -0.328 -1.144 -0.892
H -2.299 -2.560 0.133
H -1.568 -1.359 0.703
H 2.453 1.386 1.781
H 2.725 0.673 0.497
O -0.173 2.091 -0.778
O -1.025 -0.351 1.697
O -2.752 0.925 -0.385
O 3.438 -0.959 -0.323
O 0.494 -0.544 -1.014
O -1.808 -1.823 -0.173
O 2.043 1.162 0.943
```

<x>
Molecular formula: H14O7
Method: DFT, ωB97M-V with the def2-TZVPD basis set

- SMILES: O.O.O.O.O.O.O
- HOMO level: -11.0 eV
- Net charge: 0
- LUMO level: 0.24 eV

```
21
H14O7 | the Open Molecules 2025 dataset | ωB97M-V with the def2-TZVPD basis set
H -1.252 0.335 -0.254
H -0.425 -0.449 -1.259
H 0.719 0.682 3.056
H 0.040 -0.618 2.657
H 2.863 0.442 -1.829
H 1.446 0.568 -1.294
H -3.100 0.691 -0.414
H -4.303 0.329 -1.270
H 0.877 -3.976 -0.572
H 1.597 -3.428 0.649
H -1.233 2.578 -0.274
H -1.531 2.129 -1.695
H 2.891 -1.017 0.714
H 3.461 -0.086 1.772
O -0.588 0.447 -0.944
O -0.147 0.303 2.872
O 2.104 -0.086 -1.557
O -3.858 0.096 -0.447
O 0.877 -3.230 0.040
O -1.331 2.914 -1.172
O 2.688 -0.216 1.210
```

Winner for stability: <w>

<w>
Molecular formula: H14O7
Method: DFT, ωB97M-V with the def2-TZVPD basis set

- SMILES: O.O.O.O.O.O.O
- HOMO level: -10.9 eV
- Net charge: 0
- LUMO level: -0.24 eV

```
21
H14O7 | the Open Molecules 2025 dataset | ωB97M-V with the def2-TZVPD basis set
O 2.138 0.266 -1.142
H 2.085 0.964 -0.521
H 1.572 -0.421 -0.777
O 1.992 -1.586 1.182
H 1.059 -1.370 1.090
H 2.135 -2.142 0.455
O -1.386 3.488 0.483
H -0.652 3.730 1.040
H -0.995 2.893 -0.122
O -0.536 -0.901 -2.536
H -0.487 -1.816 -2.881
H 0.244 -0.383 -2.796
O 0.702 1.316 1.349
H 0.312 1.415 2.231
H 1.195 2.127 1.220
O -0.440 -0.773 0.158
H -0.268 0.117 0.412
H -0.622 -0.809 -0.756
O -2.649 -2.417 0.719
H -3.429 -1.915 0.598
H -1.968 -1.780 0.594
```

<x>
Molecular formula: H14O7
Method: DFT, ωB97M-V with the def2-TZVPD basis set

- SMILES: O.O.O.O.O.O.O
- HOMO level: -10.8 eV
- Net charge: 0
- LUMO level: 0.24 eV

```
21
H14O7 | the Open Molecules 2025 dataset | ωB97M-V with the def2-TZVPD basis set
H 1.411 -2.381 0.473
H 2.080 -1.035 0.011
H 0.305 -0.601 1.550
H 0.178 0.881 1.388
H -1.539 -0.253 0.960
H -2.989 -0.582 1.130
H -1.445 -1.278 -0.638
H -0.095 -1.436 -1.080
H -1.375 0.309 -1.436
H -2.376 0.801 -0.592
H -0.384 1.629 -0.408
H 0.811 2.632 0.398
H 2.268 0.762 -0.737
H 3.607 0.508 -0.035
O 1.157 -1.449 0.261
O -0.258 0.124 1.857
O -2.436 -0.253 0.416
O -0.978 -1.337 -1.494
O -1.708 1.189 -1.214
O 0.740 1.621 -0.083
O 3.026 0.149 -0.726
```

<y>
Molecular formula: H14O7
Method: DFT, ωB97M-V with the def2-TZVPD basis set

- SMILES: O.O.O.O.O.O.O
- HOMO level: -10.8 eV
- Net charge: 0
- LUMO level: 0.08 eV

```
21
H14O7 | the Open Molecules 2025 dataset | ωB97M-V with the def2-TZVPD basis set
H -0.413 -0.515 0.185
H -1.043 -1.471 1.166
H -0.737 2.942 -0.323
H -0.050 2.740 -1.741
H -2.420 4.443 0.302
H -3.037 3.136 0.439
H 1.575 -3.154 -0.396
H 3.039 -3.365 -0.386
H 2.598 -0.368 1.772
H 2.314 -1.025 0.505
H 3.264 1.078 -0.627
H 4.344 2.015 -0.105
H -4.330 -2.994 -0.299
H -5.750 -2.987 -0.802
O -0.307 -1.459 0.561
O -0.163 3.378 -0.925
O -2.182 3.585 0.583
O 2.249 -3.391 -0.978
O 2.090 -1.113 1.386
O 4.113 1.064 -0.169
O -5.154 -2.541 -0.148
```

Winner for stability: <w>